C41H89NO13 | ωB97M-V with the def2-TZVPD basis set

The geometry in XYZ format:
```
144
Properties=species:S:1:pos:R:3:forces:R:3
H -0.552 -0.488 4.418 -0.06 0.06 -0.01
H 5.750 -1.811 -5.813 -0.02 0.02 -0.01
H 4.711 1.354 -5.045 -0.13 -0.01 -0.05
H -2.060 3.480 1.324 0.22 -0.12 -0.04
H 3.387 -1.526 -5.120 0.02 0.05 0.10
H -4.262 6.553 -2.216 -0.12 0.08 -0.03
C -1.581 5.370 3.143 0.39 0.47 -1.06
H 3.177 2.996 0.999 0.06 -0.09 -0.06
C 0.574 4.988 -0.921 0.38 -0.35 0.42
H -0.808 -2.173 3.971 -0.02 -0.02 -0.02
N 2.477 3.494 -0.878 -0.32 0.48 0.21
H 4.476 1.587 -2.009 0.07 0.08 -0.04
C -1.409 0.633 2.031 0.02 -0.04 -0.22
H 4.217 0.117 -2.943 0.08 -0.05 -0.08
H 5.538 -1.720 -1.215 0.13 -0.02 -0.05
H 4.688 -2.647 -6.957 0.00 -0.02 0.00
C 3.616 -1.727 0.726 -0.17 0.14 0.08
H 8.718 -0.081 5.331 0.08 0.03 -0.02
C 8.734 -0.428 3.199 0.21 0.04 0.33
H -3.965 -5.212 1.348 0.04 0.11 0.03
O 4.385 -2.420 -3.609 -0.08 0.21 0.09
H -2.277 -5.843 -0.356 0.00 -0.01 0.03
C -2.330 4.113 0.478 0.10 0.51 -0.29
H 3.235 -2.085 -0.232 0.00 -0.02 0.01
H -5.635 -1.838 2.459 0.03 0.00 0.01
O -3.733 -3.655 0.081 0.09 0.05 0.22
H 4.426 0.112 -0.019 0.01 0.08 0.12
H 4.956 3.797 -3.226 0.03 -0.07 0.06
H 10.573 0.691 2.925 0.00 0.00 0.02
H -1.264 0.879 0.976 -0.01 -0.03 -0.01
H 5.543 -1.038 2.307 0.06 0.00 -0.02
O -5.399 1.136 0.893 -0.33 0.04 -0.04
H 1.483 4.287 2.258 0.03 -0.02 0.06
C -2.792 6.654 0.185 0.15 -0.27 -0.62
H 0.384 1.047 -3.288 -0.11 0.04 0.01
H -4.523 0.927 3.434 0.01 -0.08 0.01
C -0.058 7.315 0.913 -0.40 0.03 0.13
H 6.308 3.046 -4.091 0.00 0.00 0.02
H -8.276 -7.004 0.423 0.10 -0.02 -0.01
H -8.530 -7.143 2.885 0.00 0.03 -0.02
C 1.474 4.285 1.180 -0.02 0.03 -0.73
O -7.359 -8.687 1.060 0.12 0.20 -0.11
H -3.849 6.454 0.338 -0.07 -0.01 0.10
H -5.860 -4.883 -1.031 0.06 -0.07 -0.03
H -3.890 -3.441 -0.846 0.00 -0.01 -0.01
H -9.476 -8.619 2.725 -0.06 -0.02 -0.05
H -3.837 2.957 -0.494 -0.07 -0.08 -0.01
H 0.148 7.526 -0.130 1.09 -0.24 0.09
O 0.412 -0.937 1.949 -0.01 -0.18 -0.13
C -2.551 6.701 -1.322 -0.09 -0.22 -0.09
H -1.658 7.278 -1.556 -0.07 0.22 -0.09
C 10.243 -0.344 3.028 0.01 -0.10 -0.14
H 2.472 -3.658 -6.092 0.01 -0.01 -0.01
C 1.162 0.510 -1.357 -0.03 -0.03 0.11
O -1.141 0.451 -2.090 -0.04 0.18 -0.10
H 2.805 -1.233 1.258 -0.09 -0.02 -0.07
H 3.367 -4.574 -4.867 0.04 0.00 -0.07
O 3.058 2.154 -4.192 -0.06 0.00 -0.22
C -5.600 0.813 3.284 -0.12 0.13 -0.03
H -7.586 -9.530 1.467 0.01 -0.01 0.00
C -9.509 -8.698 -0.050 0.09 0.01 -0.14
C 5.909 -1.402 -0.238 0.16 0.18 -0.22
H -2.191 -1.073 4.085 -0.01 0.02 0.00
C 2.887 -3.615 -5.084 -0.12 0.06 0.10
H -4.174 -1.072 1.821 0.10 0.01 0.08
O -1.715 4.929 4.221 -0.27 -0.35 1.49
C 3.889 -2.480 -4.947 0.13 -0.40 -0.10
H -2.460 0.770 2.282 -0.08 0.04 0.07
C -0.510 5.879 1.197 0.00 0.93 -0.48
C -1.145 -1.153 3.785 0.02 -0.13 0.00
C 0.407 -1.094 -3.130 -0.09 0.01 -0.16
C -2.016 5.555 0.892 -0.63 0.33 1.59
H 8.542 1.394 4.363 0.01 0.00 0.01
H -3.628 -6.989 -0.398 -0.02 0.00 -0.02
H 6.345 -2.263 0.278 -0.20 -0.03 0.10
H 1.016 1.499 -0.930 -0.01 0.03 -0.03
H 0.198 -1.867 -2.385 0.08 0.01 0.05
C 0.111 8.243 1.860 -0.14 -0.26 -0.56
C 1.549 4.205 -1.533 -0.13 0.24 0.19
O -0.378 5.679 2.601 -0.05 -0.61 -0.16
H 8.241 -0.026 2.313 -0.08 -0.11 -0.02
C 8.269 0.340 4.427 -0.15 -0.02 -0.01
H -10.128 -7.086 2.122 -0.01 -0.02 0.00
H 2.068 -3.490 -4.375 -0.01 0.03 -0.02
H 8.739 -2.176 4.069 -0.01 -0.01 0.01
C 2.425 3.554 0.456 -0.30 0.22 0.06
H -5.991 -6.154 0.200 0.01 -0.01 -0.02
H -4.429 3.675 0.978 0.00 0.22 0.15
O 5.225 -0.280 1.801 -0.02 0.23 0.00
H 5.584 -3.562 -5.733 -0.06 -0.05 -0.03
O 8.320 -1.794 3.291 -0.15 0.05 -0.21
H -0.281 -1.244 -3.964 0.02 0.03 -0.02
H 10.557 -0.900 2.145 -0.02 0.02 -0.02
C 0.525 5.029 0.476 0.12 -0.57 -0.03
H 1.429 -1.227 -3.490 0.01 0.01 0.04
H 1.577 4.170 -2.616 0.03 -0.04 -0.06
O -2.546 5.661 2.273 -0.37 -0.21 -0.37
H -1.517 -1.495 1.698 0.09 -0.03 -0.07
C -5.644 -5.137 0.011 -0.12 0.06 0.15
H -2.370 5.694 -1.708 0.04 -0.12 0.05
H -6.216 -4.450 0.637 0.02 -0.02 0.04
H 0.974 -0.216 -0.560 0.01 -0.09 -0.07
H -0.820 1.345 2.617 -0.05 -0.02 0.08
H -0.139 5.538 -1.517 0.04 0.01 -0.13
C -0.956 -0.793 2.320 0.00 0.39 0.28
C -5.886 0.246 1.901 0.51 -0.10 0.20
H 2.825 2.633 -3.388 0.07 -0.12 0.10
H -5.467 -1.518 0.727 -0.02 -0.02 0.01
C 0.216 0.287 -2.522 0.10 -0.33 0.24
H -0.578 8.322 2.691 0.78 -0.66 0.79
H 5.840 0.818 -2.846 0.01 0.00 -0.02
H 0.937 8.936 1.779 -0.69 0.88 -0.44
O -3.647 7.267 -2.027 0.22 0.13 0.07
H 2.204 0.417 -1.671 -0.02 0.04 0.01
H 3.918 -2.587 1.332 0.11 -0.03 -0.10
C -3.341 -5.951 -0.570 0.15 0.00 0.08
H -6.051 1.799 3.396 -0.02 -0.01 0.00
H -10.427 -8.135 -0.225 -0.01 -0.01 0.02
H -6.965 0.182 1.749 0.00 0.07 -0.10
H 6.714 -0.679 -0.379 -0.01 0.01 -0.09
H 10.750 -0.784 3.891 -0.02 0.07 0.05
H -1.306 -0.216 -1.414 0.01 -0.01 0.00
C 5.231 3.216 -4.111 -0.05 0.08 -0.14
C -8.569 -7.950 0.883 -0.26 -0.32 0.19
H -2.582 7.610 0.656 0.08 0.08 0.00
C -5.258 -1.127 1.722 -0.24 -0.03 -0.13
C -3.793 3.858 0.117 0.20 -0.47 -0.25
H 4.835 -3.249 -3.418 -0.01 -0.02 -0.03
H 7.186 0.268 4.533 -0.01 0.03 -0.04
C 4.464 1.903 -4.134 0.05 0.18 0.36
C 5.043 -2.632 -5.926 0.07 0.15 0.02
H -9.026 -8.884 -1.009 0.00 0.03 -0.01
H -5.989 0.161 4.068 0.02 -0.01 0.00
C -4.156 -5.003 0.295 -0.12 -0.06 -0.46
H 0.922 -0.322 2.489 0.04 -0.01 -0.01
C 4.776 1.054 -2.918 -0.06 -0.17 0.17
H -4.445 1.210 1.000 0.07 -0.04 0.02
H -9.775 -9.669 0.378 -0.05 0.03 0.06
H 4.988 3.817 -4.988 0.02 -0.03 -0.03
C 4.772 -0.764 0.534 0.11 -0.48 0.19
H -3.489 -5.722 -1.629 -0.08 -0.03 0.00
H -4.233 4.646 -0.486 -0.03 0.08 -0.02
H -1.680 3.840 -0.352 -0.03 -0.12 -0.07
C -9.219 -7.678 2.231 0.10 0.11 0.06
```
Positions in Å, forces in eV/Å.

SMILES string = C=C[C@@]1(c2ccncc2)OC(=O)O[C@@]1(CC)CCO.CC(C)O.CC(C)O.CC(C)O.CC(C)O.CC(C)O.CC(C)O.CC(C)O.CC(C)O.CC(C)O
HOMO-LUMO gap = 9.82 eV
LUMO level = 0.22 eV

These are the Mulliken partial charges, in e, on atoms 1 to 99: atom 1 (H): 0.3878, atom 2 (H): 0.3467, atom 3 (H): 0.4181, atom 4 (H): 0.1662, atom 5 (H): 0.1987, atom 6 (H): 0.3875, atom 7 (C): 0.5377, atom 8 (H): 0.4705, atom 9 (C): -0.4108, atom 10 (H): 0.3897, atom 11 (N): 0.0025, atom 12 (H): 0.0613, atom 13 (C): -0.2280, atom 14 (H): -0.1252, atom 15 (H): 0.0496, atom 16 (H): 0.4041, atom 17 (C): -1.0757, atom 18 (H): 0.3532, atom 19 (C): 0.6248, atom 20 (H): 0.2284, atom 21 (O): -0.3863, atom 22 (H): 0.3212, atom 23 (C): 0.2244, atom 24 (H): 0.2459, atom 25 (H): 0.4389, atom 26 (O): -0.3803, atom 27 (H): -0.5842, atom 28 (H): 0.2974, atom 29 (H): 0.3697, atom 30 (H): 0.0290, atom 31 (H): 0.3462, atom 32 (O): -0.4971, atom 33 (H): 0.6086, atom 34 (C): -1.7184, atom 35 (H): 0.2801, atom 36 (H): 0.1799, atom 37 (C): -0.8591, atom 38 (H): 0.3990, atom 39 (H): 0.2268, atom 40 (H): 0.3244, atom 41 (C): -0.6517, atom 42 (O): -0.5499, atom 43 (H): 0.5589, atom 44 (H): 0.3525, atom 45 (H): 0.2711, atom 46 (H): 0.3269, atom 47 (H): 0.4119, atom 48 (H): 0.3320, atom 49 (O): -0.4105, atom 50 (C): -0.7170, atom 51 (H): 0.1644, atom 52 (C): -1.4128, atom 53 (H): 0.3832, atom 54 (C): 0.5395, atom 55 (O): -0.6035, atom 56 (H): 0.1214, atom 57 (H): 0.3828, atom 58 (O): -0.5748, atom 59 (C): -1.2079, atom 60 (H): 0.3378, atom 61 (C): -1.3677, atom 62 (C): -1.2115, atom 63 (H): 0.3542, atom 64 (C): -1.3753, atom 65 (H): -0.1948, atom 66 (O): -0.5536, atom 67 (C): 0.6398, atom 68 (H): -0.2334, atom 69 (C): 2.4570, atom 70 (C): -1.6062, atom 71 (C): -1.1014, atom 72 (C): 1.2958, atom 73 (H): 0.3700, atom 74 (H): 0.3735, atom 75 (H): 0.4249, atom 76 (H): -0.6210, atom 77 (H): 0.3546, atom 78 (C): -0.9863, atom 79 (C): -0.6511, atom 80 (O): -0.4750, atom 81 (H): 0.2152, atom 82 (C): -1.2797, atom 83 (H): 0.3677, atom 84 (H): 0.2963, atom 85 (H): 0.3377, atom 86 (C): -0.9101, atom 87 (H): 0.1867, atom 88 (H): 0.3674, atom 89 (O): -0.6203, atom 90 (H): 0.3726, atom 91 (O): -0.5479, atom 92 (H): 0.3865, atom 93 (H): 0.3371, atom 94 (C): -0.2233, atom 95 (H): -0.0015, atom 96 (H): 0.5355, atom 97 (O): -0.4719, atom 98 (H): 0.0275, atom 99 (C): -0.9935